C22H29N4O2RhSSi | ωB97M-V/def2-TZVPD

Last column: Löwdin charge in e.
Positions of all 60 atoms, in Å:
Rh (-0.24755, 0.06725, -0.77291)  0.589
N (-3.19468, -0.70508, -0.97550)  0.128
C (-2.47118, -1.85755, -0.82356)  -0.385
C (-3.02316, -3.11596, -1.10735)  -0.039
C (-2.26180, -4.24764, -0.90941)  -0.100
C (-0.96738, -4.13042, -0.40461)  -0.093
C (-0.49687, -2.86098, -0.14789)  -0.127
N (-1.21664, -1.74862, -0.35547)  -0.030
H (-3.89743, -0.74910, -1.69731)  0.086
H (-2.59379, 0.12977, -1.05727)  0.044
H (-4.02778, -3.17427, -1.50748)  0.096
H (-2.66890, -5.22149, -1.15682)  0.092
H (-0.33259, -4.98967, -0.24279)  0.087
H (0.50158, -2.68907, 0.23383)  0.089
S (2.52908, -0.43707, -0.46132)  0.615
C (2.71065, 1.11671, 0.09377)  -0.884
N (2.66751, 1.42018, 1.42295)  -0.001
C (2.42151, 2.79078, 1.84291)  -0.196
C (1.60113, 3.51166, 0.78585)  -0.176
C (2.39828, 3.49351, -0.50299)  -0.212
N (2.87400, 2.14479, -0.79166)  0.002
H (2.11765, 0.72984, 1.91456)  0.073
H (3.37984, 3.30533, 1.99994)  0.107
H (1.90139, 2.75274, 2.79481)  0.091
H (1.37044, 4.53806, 1.08040)  0.109
H (0.66832, 2.95679, 0.63430)  0.088
H (3.25963, 4.17192, -0.42312)  0.101
H (1.77964, 3.81452, -1.34046)  0.099
H (2.63591, 1.81738, -1.71785)  0.102
C (-0.38875, 2.47631, 5.01602)  -0.209
Si (-0.62519, 0.76856, 4.22400)  0.367
C (0.63143, -0.37431, 5.05486)  -0.205
C (-2.34482, 0.19416, 4.75531)  -0.207
C (-0.44283, 0.76894, 2.44455)  -0.261
C (-0.38903, 0.52893, 1.23195)  -0.209
H (-0.67370, 2.46113, 6.07213)  0.012
H (-0.99920, 3.22344, 4.50601)  0.021
H (0.64955, 2.80144, 4.95813)  0.004
H (0.51116, -0.38697, 6.14221)  0.013
H (1.65076, -0.05340, 4.82650)  0.016
H (0.52261, -1.39365, 4.68108)  0.022
H (-2.46753, 0.21620, 5.84199)  0.011
H (-2.52627, -0.82305, 4.40479)  0.021
H (-3.10709, 0.83300, 4.30619)  0.021
O (0.15317, 2.12063, -1.38939)  -0.230
C (-0.87431, 2.77638, -1.72581)  -0.595
O (-2.06347, 2.45154, -1.70913)  -0.081
H (-0.62824, 3.81561, -2.08358)  0.108
C (-0.10783, -0.63524, -2.55061)  -0.065
C (0.17104, -1.32746, -3.64374)  -0.363
C (1.23193, -2.34668, -3.66574)  -0.116
C (1.51541, -3.04701, -4.80284)  -0.201
C (0.82483, -2.87623, -6.01982)  -0.218
C (-0.20356, -1.91540, -6.01862)  -0.210
C (-0.53749, -1.17022, -4.92255)  -0.121
H (1.80435, -2.51447, -2.76201)  0.063
H (2.32163, -3.77746, -4.75257)  0.074
H (1.07459, -3.44724, -6.90522)  0.036
H (-0.76669, -1.74492, -6.93576)  0.072
H (-1.33329, -0.43685, -4.98585)  0.075

Results
* molar mass: 544.559 g mol⁻¹
* 2S+1: 1
* gap between HOMO and LUMO (spin up / spin down): 3.59 / 3.59 eV
* charge: -2
* E_LUMO (spin up / spin down): 4.7 / 4.7 eV
* strongest force on any atom: 0.83 eV Å⁻¹
* E: -55059.1200 eV